No. 1
The following is a DFT calculation (the ωB97M-V functional and the def2-TZVPD basis) of a 3-piece molecular cluster, C42H65Cl2N4O7S2 overall in a non-equilibrium geometry.

Highest occupied orbital energy (spin up / spin down): -10.3517 / -10.5499 eV
Frontier orbital gap (spin up / spin down): 5.6 / 5.8 eV
Charge: +1
2S+1: 3
E_LUMO (spin up / spin down): -4.798 / -4.798 eV

Atoms and positions in Å:
C1 5.95 -5.33 1.62
C2 6.43 -3.80 1.74
C3 5.10 -2.89 1.89
C4 4.16 -2.58 0.63
C5 4.51 -3.20 -0.81
O1 5.81 -2.69 -1.18
C6 5.93 -2.72 -2.63
C7 5.17 -1.57 -3.40
C8 5.24 -1.51 -4.96
C9 4.50 -0.29 -5.70
C10 6.05 -2.63 -5.69
C11 6.79 -3.79 -4.91
C12 6.76 -3.83 -3.33
C13 7.57 -4.99 -2.59
C14 6.70 -6.30 -2.24
C15 8.38 -4.50 -1.27
C16 2.89 -1.64 0.85
C17 1.89 -1.22 -0.36
O2 2.14 -0.12 -0.91
O3 0.87 -2.14 -0.71
C18 -0.32 -1.47 -1.21
C19 -1.12 -2.60 -2.09
C20 -1.85 -3.69 -1.14
C21 -0.87 -4.97 -1.03
S1 -1.71 -6.62 -1.17
O4 -1.28 -7.42 0.06
O5 -1.16 -7.33 -2.38
Cl1 -3.78 -6.53 -1.12
C22 2.57 -1.09 2.25
Cl2 1.16 -0.02 2.63
C23 3.59 -1.47 3.44
N1 4.79 -2.31 3.20
N2 5.61 -2.52 4.33
C24 6.57 -1.60 4.20
S2 7.89 -0.65 3.86
H1 5.14 -5.53 0.84
H2 6.87 -5.98 1.45
H3 5.50 -5.62 2.65
H4 7.09 -3.45 0.86
H5 7.10 -3.74 2.68
H6 3.68 -2.86 -1.53
H7 4.50 -4.36 -0.80
H8 4.57 -0.76 -2.83
H9 4.64 -0.34 -6.84
H10 3.39 -0.27 -5.39
H11 4.96 0.68 -5.26
H12 6.14 -2.64 -6.84
H13 7.38 -4.61 -5.45
H14 8.39 -5.34 -3.34
H15 7.19 -6.79 -1.32
H16 5.61 -6.07 -1.97
H17 6.82 -7.04 -3.11
H18 8.41 -3.35 -1.17
H19 9.48 -4.85 -1.33
H20 7.96 -4.97 -0.29
H21 -0.13 -0.61 -1.93
H22 -1.06 -1.13 -0.40
H23 -0.36 -3.08 -2.82
H24 -1.90 -2.08 -2.76
H25 -2.89 -3.91 -1.55
H26 -1.94 -3.20 -0.10
H27 -0.02 -4.96 -1.82
H28 -0.35 -4.92 -0.01
H29 3.37 -1.07 4.49
C25 -5.32 1.74 1.31
C26 -4.88 0.25 1.45
C27 -5.83 -0.50 2.40
C28 -5.60 -0.18 3.87
C29 -4.14 -0.43 4.24
C30 -3.16 0.36 3.34
N3 -3.44 0.19 1.88
O6 -2.97 -1.03 1.50
C31 -3.20 1.85 3.74
C32 -1.71 -0.07 3.71
C33 -5.12 -0.31 0.02
H30 -4.82 2.22 0.46
H31 -6.40 1.80 1.12
H32 -5.14 2.35 2.18
H33 -5.71 -1.58 2.26
H34 -6.87 -0.28 2.15
H35 -5.90 0.85 4.09
H36 -6.24 -0.82 4.49
H37 -3.99 -0.15 5.29
H38 -3.94 -1.50 4.17
H39 -2.70 2.48 2.99
H40 -2.69 2.03 4.69
H41 -4.21 2.24 3.89
H42 -1.56 -1.15 3.61
H43 -1.49 0.16 4.76
H44 -0.98 0.45 3.09
H45 -4.44 0.14 -0.71
H46 -6.14 -0.09 -0.31
H47 -5.00 -1.40 -0.03
C34 -2.56 6.84 -1.88
C35 -4.07 6.63 -1.61
C36 -4.81 7.99 -1.60
C37 -4.59 8.79 -0.33
C38 -4.95 7.95 0.89
C39 -4.19 6.61 0.94
N4 -4.25 5.84 -0.35
O7 -5.50 5.26 -0.42
C40 -2.71 6.88 1.34
C41 -4.73 5.79 2.15
C42 -4.54 5.87 -2.88
H48 -2.07 5.89 -2.14
H49 -2.41 7.52 -2.73
H50 -2.00 7.27 -1.06
H51 -5.89 7.82 -1.72
H52 -4.50 8.59 -2.46
H53 -3.55 9.14 -0.27
H54 -5.21 9.68 -0.35
H55 -4.74 8.53 1.80
H56 -6.03 7.77 0.89
H57 -2.09 6.00 1.17
H58 -2.63 7.13 2.40
H59 -2.27 7.73 0.81
H60 -5.81 5.62 2.08
H61 -4.57 6.32 3.09
H62 -4.23 4.82 2.22
H63 -4.10 4.86 -2.93
H64 -4.24 6.40 -3.79
H65 -5.63 5.76 -2.93

No. 2
The following is a DFT calculation (the ωB97M-V functional and the def2-TZVPD basis) of C42H65FO27S2 as an isolated structure in a non-equilibrium geometry.

Highest occupied orbital energy: -9.1934 eV
Frontier orbital gap: 9.1 eV
E_LUMO: -0.070 eV

Atoms and positions in Å:
C1 2.13 -4.36 5.71
C2 2.67 -3.64 6.72
C3 2.36 -2.18 6.91
O1 1.44 -1.92 7.62
O2 3.12 -1.21 6.31
C4 2.48 -0.79 5.09
C5 3.02 0.53 4.58
C6 1.97 1.17 3.65
C7 1.70 0.36 2.36
C8 0.22 -0.06 2.17
C9 0.03 -1.50 2.65
C10 -1.40 -1.97 2.93
S1 -1.14 -3.86 3.10
O3 -2.40 -1.84 1.91
S2 -3.75 -2.47 2.60
O4 -4.10 -3.76 2.12
O5 -4.86 -1.58 2.46
O6 -3.27 -2.52 4.15
C11 -2.13 -1.57 4.21
C12 -2.83 -0.19 4.25
C13 -2.39 0.74 5.42
C14 -1.77 2.00 4.83
F1 -1.64 3.00 5.78
H1 1.49 -5.22 5.84
H2 2.31 -4.02 4.69
H3 3.35 -4.07 7.46
H4 2.59 -1.57 4.32
H5 1.41 -0.68 5.28
H6 3.12 1.20 5.43
H7 4.01 0.45 4.13
H8 2.37 2.15 3.40
H9 1.07 1.35 4.24
H10 2.36 -0.51 2.37
H11 2.00 0.96 1.51
H12 -0.44 0.65 2.66
H13 0.04 -0.03 1.10
H14 0.41 -2.15 1.86
H15 0.59 -1.73 3.55
H16 0.16 -3.88 3.42
H17 -1.45 -1.72 5.04
H18 -2.72 0.33 3.30
H19 -3.90 -0.36 4.36
H20 -1.71 0.26 6.12
H21 -3.30 1.09 5.91
H22 -2.37 2.35 3.99
H23 -0.78 1.76 4.46
C15 -1.95 5.34 1.73
C16 -0.71 4.50 1.92
C17 0.60 5.22 1.75
O7 1.48 4.16 1.35
C18 0.72 3.22 0.73
O8 1.15 2.29 0.13
O9 -0.59 3.49 0.89
H24 -2.14 5.94 2.62
H25 -1.85 6.00 0.87
H26 -2.82 4.70 1.55
H27 -0.75 3.98 2.88
H28 0.96 5.70 2.65
H29 0.57 5.96 0.94
C19 -4.83 -1.04 -0.36
C20 -4.99 -0.25 -1.64
C21 -5.88 -0.88 -2.68
O10 -5.36 -0.31 -3.90
C22 -4.06 -0.04 -3.68
O11 -3.28 0.28 -4.52
O12 -3.75 -0.17 -2.37
H30 -5.70 -0.91 0.28
H31 -4.71 -2.10 -0.56
H32 -3.95 -0.70 0.18
H33 -5.30 0.77 -1.41
H34 -6.94 -0.63 -2.56
H35 -5.77 -1.96 -2.73
C23 6.43 2.96 8.28
C24 6.28 2.91 6.79
C25 6.86 4.09 6.04
O13 6.06 4.11 4.85
C26 4.86 3.56 5.16
O14 3.90 3.58 4.46
O15 4.90 3.00 6.39
H36 7.45 2.68 8.57
H37 6.23 3.95 8.68
H38 5.73 2.27 8.76
H39 6.68 1.97 6.39
H40 7.91 3.98 5.80
H41 6.70 5.04 6.57
C27 -2.63 -2.84 -5.79
C28 -3.14 -3.97 -4.94
C29 -2.37 -4.22 -3.66
O16 -2.63 -5.61 -3.43
C30 -2.86 -6.19 -4.63
O17 -2.92 -7.36 -4.82
O18 -2.99 -5.24 -5.60
H42 -2.95 -1.88 -5.38
H43 -1.54 -2.84 -5.85
H44 -3.01 -2.92 -6.81
H45 -4.21 -3.84 -4.73
H46 -2.71 -3.62 -2.82
H47 -1.29 -4.09 -3.79
C31 -1.80 3.62 -5.55
C32 -1.47 3.99 -4.13
C33 -1.98 3.04 -3.08
O19 -2.08 3.90 -1.93
C34 -2.30 5.15 -2.39
O20 -2.61 6.08 -1.70
O21 -2.12 5.21 -3.73
H48 -1.13 2.83 -5.90
H49 -2.82 3.27 -5.65
H50 -1.68 4.48 -6.21
H51 -0.39 4.15 -4.02
H52 -1.30 2.21 -2.88
H53 -2.97 2.65 -3.30
C35 2.89 3.48 -4.46
C36 2.78 3.48 -5.96
C37 3.35 4.69 -6.65
O22 2.59 4.73 -7.86
C38 1.39 4.15 -7.61
O23 0.46 4.17 -8.34
O24 1.41 3.54 -6.39
H54 3.90 3.21 -4.14
H55 2.64 4.46 -4.04
H56 2.19 2.76 -4.02
H57 3.21 2.56 -6.37
H58 4.41 4.61 -6.86
H59 3.16 5.62 -6.10
C39 -0.18 -8.61 -5.50
C40 0.85 -7.63 -6.01
C41 1.34 -7.87 -7.41
O25 2.64 -7.26 -7.38
C42 3.08 -7.33 -6.10
O26 4.19 -7.07 -5.76
O27 2.09 -7.72 -5.27
H60 -1.16 -8.39 -5.91
H61 0.09 -9.64 -5.77
H62 -0.24 -8.58 -4.41
H63 0.47 -6.61 -5.89
H64 0.71 -7.41 -8.17
H65 1.46 -8.93 -7.64

Going through the records in order, we get calculated total energy values of -111590.9221, -124276.2632 eV.